{"formula": "C5H8O2S", "method": "ωB97M-V with the def2-TZVPD basis set", "elements": ["C", "C", "C", "C", "C", "O", "O", "S", "H", "H", "H", "H", "H", "H", "H", "H"], "positions_angstrom": [[0.765, 1.126, -0.442], [1.998, 1.535, -0.229], [0.377, -0.178, 0.258], [-0.057, -1.176, -0.815], [-0.673, 0.008, 1.377], [3.662, -0.688, -0.684], [1.529, -0.618, 0.915], [3.024, -0.008, 0.405], [0.106, 1.802, -0.925], [2.592, 2.388, -0.477], [-0.963, -1.749, -0.349], [0.707, -1.869, -1.077], [-0.304, -0.751, -1.677], [-0.607, -0.879, 1.835], [-1.589, 0.255, 0.860], [-0.474, 0.746, 1.992]], "forces_ev_per_angstrom": [[0.8, 0.5, 1.5], [1.6, -2.7, 0.2], [-0.1, 1.3, -1.3], [-1.5, -2.6, 4.7], [-0.3, -0.3, -5.7], [-0.1, -0.5, -1.4], [2.0, -0.4, 0.0], [-2.0, 2.2, 2.2], [-1.1, 0.1, -0.4], [-0.1, 0.4, -0.4], [1.5, 0.7, -1.3], [0.8, -0.6, 0.3], [-1.5, 2.1, -3.5], [-0.7, -3.3, 2.0], [-0.7, -0.5, 0.2], [1.4, 3.7, 3.0]], "mulliken_charge": [-0.70, -0.45, 1.73, -1.52, -1.97, -0.49, -0.44, 0.42, 0.41, 0.45, 0.32, 0.38, 0.40, 0.54, 0.41, 0.51], "orbital_gap_ev": 10.15, "e_above_lowest_kj_mol": 257.7, "e_tot_ev": -20242.258}